{"formula": "C6H12FNO", "method": "ωB97M-V/def2-TZVPD", "species": ["C", "O", "C", "F", "N", "C", "C", "C", "C", "H", "H", "H", "H", "H", "H", "H", "H", "H", "H", "H", "H"], "positions_angstrom": [[1.27, 2.37, -1.52], [0.47, 1.42, -0.91], [1.36, 0.50, 0.24], [2.33, -0.06, -0.46], [0.45, -0.43, 0.75], [-0.75, 0.17, 1.17], [-1.75, -1.02, 1.19], [-1.34, -1.88, -0.04], [0.19, -1.58, -0.09], [1.88, 1.90, -2.30], [1.99, 3.01, -0.88], [0.60, 3.10, -2.24], [1.67, 1.29, 0.90], [-1.05, 0.92, 0.46], [-0.68, 0.75, 2.20], [-2.80, -0.70, 1.00], [-1.68, -1.36, 2.22], [-1.31, -2.99, 0.00], [-1.94, -1.51, -0.83], [0.56, -2.51, 0.36], [0.51, -1.39, -1.20]], "mulliken_charge": [-0.69, -0.42, 0.04, -0.26, 0.03, -0.59, -0.61, -0.61, -0.51, 0.27, 0.25, 0.21, 0.50, 0.35, 0.29, 0.30, 0.28, 0.30, 0.32, 0.32, 0.22], "smiles": "CO[C@H](F)N1CCCC1", "homo_lumo_gap_ev": 9.919, "max_force_ev_per_a": 3.89, "relative_energy_ev": 1.3567, "total_charge": 0, "e_homo_ev": -8.9, "e_tot_ev": -12669.1374}